Entry 1:
Formula: C32H21Cl2MoN3O7S
Source: the Open Molecules 2025 dataset
Level of theory: ωB97M-V with the def2-TZVPD basis set

The geometry in XYZ format:
```
67
Properties=species:S:1:pos:R:3:forces:R:3:lowdin_charge:R:1
Mo 0.1164 -0.6147 0.9242 -0.523 -0.711 -0.036 1.519
O 1.3469 -2.2858 0.5659 0.278 0.046 -0.092 -0.147
C 2.0414 -2.6038 -0.4177 -0.250 0.029 0.095 -0.137
C 2.0638 -1.9528 -1.6855 0.183 -0.189 0.192 -0.113
C 2.9523 -2.4435 -2.6644 -0.197 0.194 0.003 0.063
C 2.9804 -1.8361 -3.8829 0.143 -0.232 -0.314 -0.137
C 2.1503 -0.7440 -4.1901 -0.089 0.017 0.018 0.025
C 1.2852 -0.2574 -3.2541 0.072 -0.128 0.181 0.033
C 1.2190 -0.8439 -1.9581 -0.193 0.142 -0.214 -0.318
O 0.3851 -0.3711 -1.0975 0.111 0.314 0.162 -0.242
N 3.9080 -2.3395 -4.9159 0.272 0.516 0.323 -0.355
O 3.8912 -1.7842 -5.9977 -0.109 -0.234 0.054 0.078
O 4.6810 -3.2213 -4.5950 -0.210 -0.082 -0.127 0.076
H 2.6891 -3.4797 -0.2906 -0.008 0.031 -0.009 0.153
H 3.6005 -3.2845 -2.4622 0.006 -0.026 0.025 0.134
H 2.2072 -0.3013 -5.1737 0.035 -0.024 -0.022 0.125
H 0.6382 0.5814 -3.4671 -0.012 0.017 0.021 0.126
C -4.3404 2.8679 -0.0697 0.030 0.003 0.016 -0.081
C -3.7180 1.8836 -0.8267 0.026 -0.023 -0.001 -0.068
C -2.4486 1.4447 -0.4847 -0.157 -0.016 0.007 -0.055
C -1.8229 2.0137 0.6106 0.643 -0.183 0.122 -0.300
C -2.4130 3.0048 1.3691 -0.222 0.082 -0.080 -0.028
C -3.6884 3.4256 1.0216 0.033 0.011 0.028 -0.072
N -0.5012 1.5194 0.9531 0.167 0.234 -0.156 -0.100
N 0.3276 2.4075 1.2490 0.117 -0.576 0.029 0.139
C 1.6409 1.8982 1.4444 -0.708 0.431 -0.202 -0.267
C 2.6343 2.8277 1.7158 0.241 -0.076 0.033 -0.018
C 3.9463 2.3849 1.7639 -0.147 0.005 -0.020 -0.076
C 4.2145 1.0412 1.5303 0.117 -0.003 -0.003 -0.076
C 3.1968 0.1263 1.2836 -0.089 -0.061 0.126 -0.097
C 1.8700 0.5384 1.2416 -0.217 0.117 0.035 -0.171
H -5.3385 3.1966 -0.3243 -0.022 0.000 -0.017 0.104
H -4.2234 1.4455 -1.6773 -0.017 0.006 0.001 0.109
H -1.9544 0.6603 -1.0467 -0.004 0.044 0.009 0.096
H -1.9002 3.4162 2.2266 0.039 -0.023 -0.002 0.114
H -4.1781 4.1852 1.6159 -0.019 0.006 -0.002 0.106
H 2.3744 3.8660 1.8665 -0.031 0.024 -0.009 0.113
H 4.7526 3.0763 1.9648 0.014 0.013 0.005 0.103
H 5.2425 0.6985 1.5470 -0.011 -0.025 0.004 0.106
H 3.4574 -0.9166 1.1657 -0.001 -0.023 0.003 0.096
Cl -1.5510 -2.5809 -0.4891 -0.023 0.077 0.220 0.773
C -3.1908 -2.2809 0.0496 0.363 -0.028 -0.173 -0.619
C -4.2061 -2.9163 -0.6371 -0.137 0.072 0.063 -0.113
C -5.5171 -2.6703 -0.2602 0.109 0.021 0.025 -0.081
C -5.7671 -1.7907 0.7820 -0.002 -0.065 -0.074 -0.115
C -4.7191 -1.1750 1.4404 -0.149 0.204 0.219 -0.673
Cl -5.1200 -0.0724 2.7260 0.060 -0.076 -0.097 0.671
C -3.3746 -1.4029 1.1142 -0.134 0.068 -0.214 -0.669
S -2.1105 -0.6858 2.0684 0.370 0.027 0.227 0.728
H -3.9666 -3.5848 -1.4508 0.001 -0.019 -0.019 0.104
H -6.3337 -3.1537 -0.7764 -0.019 -0.010 -0.010 0.106
H -6.7781 -1.5710 1.0926 -0.022 0.004 0.008 0.103
O 2.9545 -0.9580 4.1509 0.035 -0.005 0.084 0.058
C 2.3855 -1.8574 5.0057 0.028 0.142 -0.192 -0.251
C 3.0171 -2.1831 6.2023 -0.063 -0.044 0.028 -0.029
C 2.4603 -3.1163 7.0575 0.002 -0.014 0.020 -0.087
C 1.2715 -3.7492 6.7207 0.010 0.023 -0.005 -0.087
C 0.6585 -3.4305 5.5230 0.063 0.086 -0.090 -0.016
C 1.1890 -2.4783 4.6506 -0.368 -0.158 0.176 -0.055
C 0.4128 -2.2361 3.3788 0.194 -0.146 -0.003 -0.592
O -0.2158 -3.1468 2.8682 0.121 0.220 -0.053 0.029
O 0.4938 -1.0162 2.9063 0.311 -0.001 -0.301 -0.279
H 3.7571 -0.6186 4.5637 -0.039 0.005 -0.065 0.107
H 3.9544 -1.7004 6.4566 0.015 0.017 -0.003 0.111
H 2.9640 -3.3517 7.9858 -0.001 -0.013 0.021 0.103
H 0.8297 -4.4823 7.3809 0.008 -0.007 0.018 0.100
H -0.2596 -3.9146 5.2210 -0.025 -0.030 0.005 0.119
```
Forces are in eV/Å.

Results
Relative energy (zero: lowest compared OMol25 entry of this formula, charge and spin): 0.523 eV
Electronic energy: -90061.364 eV
⟨S²⟩: 2.027
Spin multiplicity: 3
Charge: 0


Entry 2:
Formula: C29H68N3O4
Source: the Open Molecules 2025 dataset
Level of theory: ωB97M-V with the def2-TZVPD basis set

The geometry in XYZ format:
```
104
Properties=species:S:1:pos:R:3:forces:R:3:lowdin_charge:R:1
C 4.3745 -3.3479 0.7684 -0.259 -0.019 -0.400 -0.098
C 3.2766 -3.8177 -0.1949 -0.034 -0.345 0.712 -0.254
C 1.9478 -3.1021 0.0263 0.871 0.490 -0.474 -0.234
C 1.9863 -1.5924 -0.2679 -1.354 -0.597 0.718 -0.173
C 0.8719 -0.8523 0.5210 0.211 0.402 -0.484 -0.184
C -0.1194 -0.1092 -0.3747 0.068 -0.048 0.334 -0.219
C -1.3224 -0.9240 -0.8204 0.076 0.040 0.298 -0.197
C -2.3185 -1.2168 0.3207 0.136 -0.312 -1.020 -0.184
C -3.7138 -1.5553 -0.2339 0.336 0.060 -0.182 -0.189
C -4.1825 -3.0043 -0.1261 -0.023 0.212 0.549 -0.209
C -4.2919 -3.5968 1.2939 -0.280 -0.187 -0.655 -0.175
C -4.5455 -5.1298 1.2300 0.377 0.920 0.192 -0.150
C -3.5476 -6.0511 1.9187 -1.184 -0.096 -0.292 -0.108
N -2.2508 -6.3063 1.2046 0.101 -0.105 0.001 -0.089
C -1.3430 -5.1394 1.1620 0.360 1.038 0.225 -0.090
C -1.0825 -4.5616 2.5367 -0.142 0.095 -0.256 -0.212
N -0.9362 -5.2279 3.5826 0.216 -0.778 0.647 0.146
C -2.4719 -6.9149 -0.1452 0.414 -0.474 0.148 -0.086
C -1.1835 -7.3723 -0.7514 0.632 0.152 0.793 -0.247
N -1.0055 -7.2572 -1.9744 0.057 0.194 -1.236 0.151
H 4.1986 -2.3337 1.1090 0.169 0.258 -0.070 0.063
H 4.4054 -3.9663 1.6545 0.065 -0.221 0.231 0.069
H 5.3302 -3.4075 0.2630 0.332 0.092 0.170 0.063
H 3.1194 -4.8740 0.0278 -0.055 -0.231 -0.244 0.092
H 3.6116 -3.7760 -1.2245 -0.036 0.262 -0.271 0.101
H 1.6885 -3.2267 1.0748 -0.327 -0.258 0.184 0.098
H 1.2139 -3.5409 -0.6490 -0.434 -0.208 0.264 0.099
H 1.7797 -1.4622 -1.3238 0.423 0.222 -0.288 0.112
H 2.9288 -1.1571 0.0195 0.426 0.087 -0.319 0.089
H 1.3515 -0.1243 1.1651 0.068 0.147 0.244 0.093
H 0.3205 -1.5142 1.1814 -0.037 -0.344 0.183 0.084
H -0.5080 0.7604 0.1473 -0.080 0.258 0.094 0.087
H 0.4313 0.2779 -1.2253 -0.031 0.112 -0.290 0.114
H -1.8393 -0.3500 -1.5840 -0.058 -0.023 -0.237 0.102
H -0.9952 -1.8773 -1.2422 -0.018 -0.056 -0.331 0.112
H -1.9483 -2.0862 0.8484 0.189 -0.089 0.649 0.065
H -2.3282 -0.3530 0.9704 -0.156 0.083 0.408 0.116
H -4.4571 -0.8805 0.1709 -0.282 0.046 0.294 0.113
H -3.6718 -1.3267 -1.2949 -0.239 0.061 -0.234 0.104
H -3.5990 -3.6487 -0.7864 0.299 -0.068 -0.015 0.102
H -5.1979 -3.0334 -0.5111 -0.144 -0.140 -0.341 0.117
H -5.1832 -3.1468 1.7114 -0.106 0.173 0.375 0.115
H -3.4812 -3.3143 1.9580 0.314 -0.067 0.024 0.094
H -5.4754 -5.3210 1.7484 -0.259 -0.230 0.120 0.123
H -4.7292 -5.3809 0.1907 0.031 -0.377 -0.135 0.106
H -4.0303 -7.0183 1.9958 0.126 -0.379 -0.002 0.135
H -3.3833 -5.7116 2.9312 0.486 0.123 0.099 0.128
H -1.7787 -7.0398 1.7379 0.007 0.075 0.096 0.171
H -1.7419 -4.3860 0.4983 -0.410 0.124 -0.179 0.119
H -0.3739 -5.3951 0.7545 0.177 -0.463 -0.282 0.130
H -1.0000 -3.4944 2.6524 -0.016 0.510 -0.386 0.110
H -0.9902 -6.2366 3.4068 0.022 -0.013 0.315 0.059
H -2.9485 -6.2277 -0.8262 -0.255 0.216 0.031 0.131
H -3.0678 -7.8028 0.0300 -0.496 -0.038 -0.048 0.147
H -0.3900 -7.7806 -0.1188 -0.219 -0.161 0.462 0.131
H -0.0919 -7.6190 -2.2395 -0.027 -0.039 -0.227 0.080
C 7.5435 0.2108 -1.1194 -0.025 0.042 0.182 -0.059
C 6.3188 -0.6371 -1.4254 0.260 0.270 -0.469 -0.501
C 6.5209 -1.4746 -2.6792 -0.130 -0.157 0.034 -0.060
O 5.1710 0.2000 -1.5817 -0.148 -0.124 0.210 -0.063
H 7.7427 0.9066 -1.9387 0.024 -0.080 -0.067 0.083
H 7.3802 0.8077 -0.2217 -0.002 -0.046 0.024 0.080
H 8.4283 -0.4093 -0.9693 0.009 0.015 -0.023 0.082
H 6.1085 -1.2930 -0.5797 -0.144 0.078 0.034 0.116
H 6.6880 -0.8320 -3.5475 0.091 0.033 0.036 0.083
H 5.6319 -2.0726 -2.8869 0.013 -0.016 0.043 0.072
H 7.3756 -2.1448 -2.5754 0.012 0.018 -0.025 0.082
H 5.3355 0.7900 -2.3268 0.001 -0.038 0.057 0.087
C -2.1413 3.9613 0.4377 0.139 -0.106 0.080 -0.059
C -1.9742 3.9472 -1.0725 -0.598 0.063 0.289 -0.489
C -2.9139 4.9341 -1.7447 0.099 0.065 -0.243 -0.050
O -2.2117 2.6266 -1.5704 0.258 -0.217 -0.137 -0.067
H -3.1594 3.6715 0.7160 -0.056 0.105 -0.090 0.082
H -1.4618 3.2461 0.9029 0.070 0.082 0.006 0.062
H -1.9373 4.9494 0.8499 -0.009 -0.017 0.041 0.082
H -0.9418 4.1920 -1.3272 0.028 -0.165 -0.079 0.136
H -3.9569 4.6786 -1.5386 0.017 0.019 0.131 0.085
H -2.7870 4.9084 -2.8281 0.058 0.005 0.012 0.082
H -2.7348 5.9520 -1.3957 -0.066 -0.010 0.051 0.063
H -3.1216 2.3889 -1.3568 0.035 0.127 -0.008 0.082
C -0.8686 9.5494 -0.5582 0.116 -0.170 0.013 -0.062
C -2.1331 9.0410 -1.2342 -0.046 0.571 0.280 -0.506
C -2.8017 10.1319 -2.0563 -0.096 -0.101 -0.143 -0.062
O -3.0440 8.5504 -0.2488 0.034 -0.272 -0.118 -0.064
H -1.1028 10.3677 0.1277 -0.030 0.060 -0.079 0.082
H -0.4054 8.7571 0.0316 0.000 -0.019 -0.039 0.074
H -0.1438 9.9084 -1.2905 -0.005 0.027 0.015 0.080
H -1.8881 8.1955 -1.8792 -0.095 -0.094 0.075 0.126
H -3.0955 10.9682 -1.4163 0.104 0.021 0.023 0.082
H -3.7083 9.7526 -2.5286 0.034 -0.032 -0.023 0.080
H -2.1351 10.5083 -2.8335 -0.005 0.027 0.015 0.081
H -3.2718 9.2862 0.3316 0.010 -0.056 -0.038 0.087
C 3.2698 4.5235 2.3859 -0.014 0.049 0.186 -0.061
C 1.9713 3.7873 2.0944 0.310 0.192 -0.485 -0.493
C 2.1228 2.8456 0.9077 -0.148 -0.141 0.060 -0.055
O 0.9252 4.7239 1.8393 -0.145 -0.079 0.157 -0.059
H 3.5653 5.1338 1.5281 0.013 -0.086 -0.060 0.082
H 3.1449 5.1969 3.2341 -0.010 -0.042 0.025 0.080
H 4.0794 3.8272 2.6099 0.011 0.013 -0.024 0.080
H 1.6672 3.2202 2.9754 -0.132 0.077 0.017 0.138
H 2.3828 3.4047 0.0046 0.094 0.024 0.036 0.086
H 1.1826 2.3283 0.7070 0.014 0.008 0.035 0.055
H 2.9002 2.1005 1.0876 0.020 0.019 -0.045 0.080
H 1.1728 5.2385 1.0619 0.008 -0.027 0.065 0.087
```
Forces are in eV/Å.

Results
Relative energy (zero: lowest compared OMol25 entry of this formula, charge and spin): 0.526 eV
Electronic energy: -43828.296 eV
Spin multiplicity: 1
Charge: +1


Entry 3:
Formula: C2H11NO2S2
Source: the Open Molecules 2025 dataset
Level of theory: ωB97M-V with the def2-TZVPD basis set

The geometry in XYZ format:
```
18
Properties=species:S:1:pos:R:3:forces:R:3:lowdin_charge:R:1
N -0.1209 0.1821 -3.3089 0.987 0.284 1.181 -0.021
C -0.0654 -0.6787 -2.1062 -0.859 -1.111 -1.270 -0.365
C 0.1018 0.1222 -0.8217 2.739 1.179 -1.614 -0.499
S 0.8964 -0.8419 0.5391 -1.995 -0.668 2.569 0.405
S 2.7195 -1.6453 1.3138 -0.085 0.812 -1.350 0.302
H 0.8266 0.3826 -3.6102 -0.315 0.062 -0.362 0.063
H -0.6898 -0.1708 -4.0571 0.099 -0.290 -0.097 0.055
H 0.6510 -1.5726 -2.1947 -0.770 1.391 0.249 0.115
H -1.0835 -1.0947 -2.0874 0.369 -0.364 0.296 0.106
H -0.8700 0.4403 -0.4017 0.682 -0.371 0.395 0.069
H 0.7264 1.0450 -1.0085 -0.799 -0.862 0.054 0.087
H 2.4182 -2.9124 1.0073 0.058 -0.069 -0.172 -0.217
O -1.9047 0.2697 1.7510 1.044 -0.155 0.213 -0.123
H -1.2424 -0.4372 1.6277 -0.643 -0.104 -0.123 -0.042
H -1.3087 0.8593 2.2631 -0.693 -0.074 -0.162 -0.020
O -0.2920 1.8227 3.3098 -0.175 1.155 1.379 -0.052
H 0.1544 1.7265 4.1637 0.491 -0.687 -0.369 0.066
H -0.9169 2.5032 3.6208 -0.134 -0.128 -0.818 0.072
```
Forces are in eV/Å.

Results
Relative energy (zero: lowest compared OMol25 entry of this formula, charge and spin): 1.942 eV
Electronic energy: -29506.215 eV
Spin multiplicity: 1
Charge: 0